[1]
58
Properties=species:S:1:pos:R:3:forces:R:3:lowdin_charge:R:1 method="wB97M-V/def2-TZVPD" total_energy_ha=-4357.09197 e_above_lowest_ev=0.669 e_homo_ev="-2.1 / -2.2" total_charge=-2 homo_lumo_gap_ev="6.16 / 6.30" spin_multiplicity=2
Co 1.52867 0.12376 0.52839 -0.072 0.158 0.019 0.526
O -1.06317 -4.43669 0.31860 -0.099 0.027 -0.020 0.023
C 0.21794 -4.83309 0.37105 0.033 -0.121 -0.019 -0.285
C 0.47461 -6.20571 0.45000 -0.010 0.085 -0.001 -0.041
C 1.77453 -6.67118 0.51450 0.061 -0.011 -0.014 -0.119
C 2.84651 -5.78354 0.50857 -0.041 0.053 -0.009 -0.108
C 2.59287 -4.42300 0.42792 0.102 -0.077 0.031 -0.015
C 1.29617 -3.93210 0.34759 -0.122 0.211 0.013 -0.059
C 1.10634 -2.44913 0.25883 -0.644 -0.415 -0.101 -0.410
O 2.10131 -1.70271 0.24098 0.394 0.083 0.079 -0.007
N -0.16410 -2.03296 0.17567 0.308 0.209 0.180 0.047
N -0.22420 -0.65790 0.01633 0.149 -0.638 0.166 -0.011
C -1.40313 -0.18252 0.11603 -0.333 0.434 -0.234 -0.068
C -1.79230 1.17269 -0.33230 0.158 -0.468 0.301 -0.272
C -2.91331 1.77061 0.23001 -0.199 0.237 0.173 -0.038
C -3.28326 3.03749 -0.19195 -0.051 -0.139 0.113 -0.090
C -2.53303 3.65728 -1.17467 0.069 0.024 -0.074 -0.079
C -1.45482 2.96096 -1.70807 0.043 -0.092 0.053 -0.130
N -1.09996 1.74463 -1.31246 0.135 0.160 -0.307 0.137
H -1.04378 -3.43251 0.26549 0.037 -0.017 -0.011 0.059
H -0.36946 -6.88457 0.46328 0.000 0.017 -0.004 0.102
H 1.95448 -7.73983 0.57062 0.000 0.016 0.019 0.088
H 3.86397 -6.14709 0.57449 -0.004 0.003 -0.004 0.087
H 3.39306 -3.69342 0.43838 0.001 -0.017 -0.010 0.124
H -2.18148 -0.82922 0.51843 -0.078 -0.026 -0.230 0.121
H -3.46185 1.25345 1.00787 0.001 0.028 0.001 0.106
H -4.13801 3.53543 0.24995 -0.006 -0.003 0.004 0.095
H -2.77358 4.65138 -1.52836 0.016 0.002 -0.001 0.091
H -0.84477 3.40021 -2.49240 0.018 -0.006 -0.007 0.103
O 2.51572 1.77926 3.51129 0.007 -0.150 -0.063 -0.388
S 2.60824 0.45014 2.90271 0.013 -0.104 0.141 0.302
O 3.44781 -0.46829 3.66148 -0.107 0.115 -0.052 -0.383
O 1.22566 -0.11869 2.65772 0.069 0.068 -0.001 -0.409
O 3.14524 0.57576 1.46245 -0.055 0.001 0.096 -0.401
N 0.12110 4.86522 -6.65246 0.080 -0.018 -0.018 0.066
C 0.86262 4.24745 -5.62031 -0.056 0.057 -0.038 -0.344
C 0.75502 2.87413 -5.40500 -0.035 -0.059 0.022 -0.050
C 1.51551 2.25565 -4.42927 -0.034 0.017 0.057 -0.060
C 2.39852 2.99803 -3.65195 0.124 0.108 -0.256 -0.284
C 2.50592 4.36415 -3.85824 -0.052 -0.077 -0.002 -0.075
C 1.74048 4.98697 -4.83858 0.013 0.030 0.052 -0.050
S 3.37678 2.16370 -2.41142 -0.255 -0.017 -0.418 0.529
O 3.92909 1.00932 -3.07120 0.096 0.055 -0.023 -0.318
O 4.28027 3.17509 -1.90680 0.049 -0.012 0.000 -0.361
N 2.27971 1.67890 -1.39516 0.007 0.323 0.853 -0.115
C 1.83246 2.52110 -0.43330 0.067 -0.004 -0.485 -0.689
S 2.08021 4.24744 -0.28050 -0.045 -0.052 -0.006 1.023
C 1.08730 4.25575 1.14058 0.010 0.000 -0.061 -0.411
C 0.69436 2.99986 1.43067 -0.264 -0.158 0.095 -0.233
N 1.06862 2.04259 0.52804 0.429 0.215 -0.055 -0.049
H -0.73993 4.38606 -6.86703 -0.012 0.009 0.038 0.071
H -0.04512 5.84679 -6.49142 -0.028 -0.016 0.031 0.070
H 0.06281 2.29237 -6.00548 0.020 -0.004 0.000 0.103
H 1.42438 1.19179 -4.24804 0.010 0.012 -0.010 0.119
H 3.19033 4.92942 -3.23903 0.009 0.001 -0.035 0.099
H 1.82215 6.05828 -4.99519 0.017 -0.014 0.003 0.100
H 0.96407 5.14643 1.73297 -0.027 -0.031 0.010 0.046
H 0.14542 2.68864 2.30680 0.086 -0.011 0.017 0.116

---

[2]
48
Properties=species:S:1:pos:R:3:forces:R:3:lowdin_charge:R:1 method="wB97M-V/def2-TZVPD" total_energy_ha=-1362.38678 e_homo_ev=-11.4 total_charge=+1 homo_lumo_gap_ev=7.60 spin_multiplicity=1
Hf -0.04659 -0.66525 0.72185 0.143 -0.255 -0.015 1.732
O 0.77159 2.46430 -1.90571 0.040 0.095 -0.049 0.165
C 0.39345 1.81048 -0.98551 0.077 -0.624 0.132 -0.501
O 0.62701 0.49279 -0.80278 -0.193 0.433 0.173 -0.186
C -0.48688 2.35558 0.12159 -0.087 0.310 -0.066 -0.159
C -1.17635 3.55294 0.08465 0.041 -0.001 0.111 0.051
C -2.09551 3.79589 1.10296 -0.026 0.067 -0.024 0.008
C -2.33999 2.84299 2.08874 0.086 0.040 0.024 0.045
C -1.59478 1.67901 2.05186 -0.191 0.165 0.077 -0.166
N -0.67710 1.49597 1.11320 -0.130 -0.163 -0.129 0.029
C -1.86646 0.42465 2.86833 0.269 -0.170 -0.256 -0.535
O -2.77891 0.35854 3.64003 -0.012 -0.025 0.127 0.137
O -1.05987 -0.57772 2.51256 -0.180 0.356 -0.122 -0.193
H -1.01625 4.24710 -0.72818 0.006 -0.006 -0.001 0.136
H -2.66193 4.71813 1.09911 0.005 -0.006 0.010 0.125
H -3.09952 2.97954 2.84546 0.007 -0.015 0.007 0.134
N 1.90240 -0.58724 1.93664 -0.021 -0.093 -0.081 0.022
C 2.90508 -0.78039 0.88932 -0.250 0.084 0.088 -0.272
C 3.78164 0.26117 0.62317 0.024 -0.056 0.015 -0.030
C 4.65914 0.15976 -0.43803 0.042 -0.053 -0.064 -0.051
C 4.64678 -0.98459 -1.22902 0.018 0.075 0.047 -0.047
C 3.76612 -2.01028 -0.94826 -0.061 -0.105 0.018 -0.009
C 2.86033 -1.93889 0.11616 0.103 -0.001 -0.129 -0.158
C 1.90803 -3.06564 0.35954 0.074 -0.057 -0.038 -0.231
C 2.41046 -4.36614 0.33736 -0.043 0.018 0.027 -0.031
C 1.55739 -5.44322 0.51287 -0.023 -0.064 0.004 -0.058
C 0.19869 -5.23476 0.71378 0.096 0.021 -0.015 -0.077
C -0.29315 -3.93955 0.74177 -0.065 0.000 0.015 -0.131
C 0.53282 -2.82247 0.56081 0.140 0.082 0.000 -0.236
H 2.11074 0.24047 2.48593 0.020 0.025 0.011 0.121
H 1.87312 -1.38260 2.57381 0.025 -0.016 0.028 0.129
H 3.77570 1.14427 1.25244 0.013 0.008 -0.017 0.120
H 5.34842 0.96473 -0.65280 -0.018 0.007 0.012 0.115
H 5.32104 -1.06906 -2.07014 0.000 -0.001 0.005 0.115
H 3.74541 -2.89194 -1.57620 0.018 0.016 -0.008 0.125
H 3.47123 -4.53422 0.19514 -0.008 -0.005 0.004 0.119
H 1.95377 -6.45035 0.49941 0.001 0.010 -0.002 0.112
H -0.46274 -6.07988 0.85314 -0.011 0.016 0.001 0.108
H -1.35721 -3.80118 0.91142 -0.004 0.008 -0.002 0.080
C -4.88624 -2.13463 1.58036 -0.025 0.007 0.001 -0.059
C -4.70577 -1.45273 0.22079 0.471 0.228 -0.202 -0.172
C -3.29788 -1.10319 -0.00735 -0.388 -0.156 -0.036 -0.086
N -2.18916 -0.85017 -0.15483 0.151 -0.104 0.197 0.145
H -5.94076 -2.36758 1.70895 0.010 -0.004 0.038 0.089
H -4.56468 -1.48111 2.38989 -0.014 -0.009 0.011 0.076
H -4.31788 -3.06144 1.63137 -0.008 -0.002 -0.007 0.085
H -5.26468 -0.51780 0.14717 -0.072 -0.037 0.039 0.132
H -5.00708 -2.08374 -0.61704 -0.047 -0.042 0.041 0.133

---

[3]
48
Properties=species:S:1:pos:R:3:forces:R:3:lowdin_charge:R:1 method="wB97M-V/def2-TZVPD" total_energy_ha=-2373.04737 e_homo_ev="-9.0 / -10.6" total_charge=+1 homo_lumo_gap_ev="5.42 / 4.67" spin_multiplicity=5
Rh 0.14953 0.23832 0.22746 -0.091 0.003 -0.072 0.473
S 0.03973 -1.97685 0.90391 0.064 0.038 -0.014 0.803
C 1.33821 -2.15264 1.99695 -0.064 0.060 -0.058 -0.652
C 1.57625 -3.40704 2.59232 0.030 -0.059 0.036 -0.090
C 2.62467 -3.56478 3.47096 -0.067 -0.022 -0.044 -0.055
C 3.43735 -2.47312 3.77023 0.023 0.095 -0.019 -0.026
C 3.20622 -1.22269 3.19955 0.064 -0.059 0.076 -0.088
C 2.16154 -1.04853 2.31224 -0.057 0.114 -0.090 -0.627
S 1.87382 0.54084 1.60207 0.065 -0.116 0.061 0.738
H 0.92686 -4.23516 2.33965 0.011 -0.012 0.014 0.109
H 2.81667 -4.52601 3.92592 -0.007 -0.005 -0.003 0.117
H 4.26103 -2.59275 4.46124 0.004 0.004 0.003 0.121
H 3.84136 -0.38369 3.45111 0.002 0.004 0.003 0.115
C -1.05362 5.49068 1.68617 0.004 -0.016 0.012 -0.083
C -0.55837 5.64381 0.39665 0.003 0.002 -0.010 -0.074
C -0.09945 4.55617 -0.32208 0.012 -0.028 -0.014 -0.019
C -0.13210 3.28109 0.25451 -0.031 0.196 0.064 -0.293
C -0.62786 3.12884 1.55243 0.028 -0.069 -0.077 -0.087
C -1.08405 4.22748 2.25923 -0.016 0.044 0.015 -0.081
N 0.30980 2.15588 -0.44309 0.019 -0.190 0.061 -0.194
N 0.81173 2.34413 -1.63895 0.008 0.201 -0.096 0.068
C 1.18876 1.23766 -2.29587 0.011 -0.203 0.042 -0.338
C 1.73909 1.34366 -3.59439 -0.017 0.048 0.018 0.002
C 2.14067 0.21521 -4.24916 0.000 -0.029 0.006 -0.054
C 2.01132 -1.04362 -3.62993 0.013 -0.002 -0.026 -0.068
C 1.47161 -1.09144 -2.37382 -0.010 -0.002 0.018 -0.159
N 1.05713 0.00817 -1.72143 -0.003 0.051 0.053 -0.024
H -1.41031 6.34937 2.23806 -0.002 0.000 0.008 0.105
H -0.53045 6.62603 -0.05637 0.001 0.003 -0.003 0.108
H 0.28420 4.67008 -1.32423 -0.001 0.008 0.002 0.102
H -0.64748 2.14678 2.01006 -0.015 0.009 0.026 0.059
H -1.46323 4.09616 3.26397 0.002 -0.008 0.003 0.107
H 1.82789 2.32868 -4.02815 0.002 0.003 -0.008 0.118
H 2.56519 0.28574 -5.24158 0.001 0.014 -0.004 0.114
H 2.33924 -1.94824 -4.11950 -0.003 -0.011 0.009 0.105
H 1.36005 -2.02791 -1.83820 0.000 -0.004 -0.011 0.096
S -2.19709 0.47515 -0.14404 0.072 -0.035 0.025 0.692
C -2.75576 -1.09190 -0.59689 -0.044 0.013 -0.030 -0.711
N -3.83211 -1.59540 0.04971 -0.007 -0.005 -0.006 0.075
C -4.41385 -2.77929 -0.24198 -0.036 -0.010 0.027 -0.033
C -3.90829 -3.55495 -1.24249 0.018 -0.001 -0.029 -0.025
C -2.79493 -3.08182 -1.94989 -0.002 0.026 0.016 -0.008
C -2.22908 -1.86792 -1.63664 0.030 -0.046 -0.002 -0.090
H -4.21057 -1.02372 0.79674 -0.007 -0.022 -0.005 0.157
H -5.27244 -3.05194 0.35341 0.001 0.017 0.009 0.142
H -4.36987 -4.50090 -1.47940 -0.006 -0.003 0.006 0.122
H -2.38408 -3.67073 -2.75931 0.003 -0.002 -0.001 0.128
H -1.38490 -1.47691 -2.18717 -0.001 0.005 0.009 0.101